The following is a quantum chemistry calculation of C19H27NO3 in the gas phase, from the Open Molecules 2025 dataset.

Last column: Mulliken charge in e.
Positions of all 50 atoms, in Å:
1 C -8.360 -1.662 -0.456  -1.36
2 C -7.022 -1.210 0.116  -0.19
3 C -6.929 0.313 0.183  -0.74
4 C -5.663 0.818 0.872  -0.70
5 C -4.394 0.518 0.080  -0.62
6 O -3.318 1.152 0.750  -0.37
7 C -2.067 1.023 0.261  0.87
8 C -1.057 1.660 0.994  -0.87
9 C 0.255 1.599 0.590  -0.38
10 C 0.611 0.894 -0.564  0.22
11 C 1.994 0.769 -1.065  0.79
12 O 2.268 0.032 -1.991  -0.65
13 C 3.058 1.587 -0.352  -0.94
14 C 4.417 1.548 -1.068  -0.94
15 C 5.529 1.224 -0.087  0.35
16 O 6.207 2.089 0.441  -0.70
17 N 5.697 -0.080 0.209  0.16
18 C 5.041 -1.218 -0.406  -0.30
19 C 5.526 -2.409 0.419  -0.73
20 C 6.930 -1.979 0.840  -0.61
21 C 6.741 -0.496 1.134  -0.64
22 C -0.401 0.259 -1.286  -0.93
23 C -1.721 0.318 -0.892  -0.40
24 H -8.498 -1.269 -1.461  0.34
25 H -9.180 -1.308 0.164  0.34
26 H -8.410 -2.747 -0.503  0.37
27 H -6.218 -1.605 -0.507  0.25
28 H -6.900 -1.623 1.120  0.28
29 H -6.981 0.724 -0.828  0.30
30 H -7.792 0.690 0.736  0.38
31 H -5.725 1.900 1.003  0.34
32 H -5.572 0.369 1.863  0.29
33 H -4.214 -0.563 0.029  0.45
34 H -4.487 0.912 -0.941  0.41
35 H -1.342 2.198 1.884  0.41
36 H 1.004 2.097 1.186  0.40
37 H 2.708 2.615 -0.253  0.72
38 H 3.152 1.179 0.660  0.49
39 H 4.637 2.522 -1.504  0.44
40 H 4.377 0.808 -1.868  0.35
41 H 3.955 -1.119 -0.390  0.12
42 H 5.359 -1.321 -1.451  0.24
43 H 5.516 -3.336 -0.152  0.39
44 H 4.896 -2.536 1.301  0.31
45 H 7.301 -2.528 1.702  0.36
46 H 7.626 -2.114 0.011  0.29
47 H 7.637 0.106 0.972  0.33
48 H 6.406 -0.333 2.165  0.29
49 H -0.124 -0.287 -2.176  0.42
50 H -2.471 -0.183 -1.483  0.39

Relative energy (zero: lowest compared OMol25 entry of this formula, charge and spin) in kcal/mol: 36.9
Total energy in Eh: -1020.6902
HOMO in eV: -8.838
Orbital gap in eV: 9.3

---

The following is a quantum chemistry calculation of 2 unconnected molecules or ions with the total composition C2H8N at a distorted geometry, from the Open Molecules 2025 dataset.

Last column: Mulliken charge in e.
Positions of all 11 atoms, in Å:
1 N 0.301 -1.701 0.361  -0.42
2 H -0.129 -0.767 0.217  0.14
3 H 1.187 -1.714 0.871  0.42
4 H -0.339 -2.271 0.931  0.40
5 H 0.450 -2.161 -0.544  0.40
6 C 0.389 1.438 -0.118  -0.51
7 C -0.871 1.339 -0.512  -0.61
8 H 0.758 1.034 0.821  0.37
9 H 1.028 2.201 -0.532  0.24
10 H -1.680 0.815 -0.019  0.36
11 H -1.093 1.786 -1.475  0.21

Relative energy (zero: lowest compared OMol25 entry of this formula, charge and spin) in kcal/mol: 29.0
Total energy in Eh: -135.4547
HOMO in eV: -14.666
Charge: +1
Orbital gap in eV: 10.4

---

The following is a quantum chemistry calculation of C22H27N3O5S in the gas phase at a distorted geometry, from the Open Molecules 2025 dataset.

Last column: Mulliken charge in e.
Positions of all 58 atoms, in Å:
1 C -3.589 2.615 0.336  -1.07
2 O -2.556 1.848 0.902  -0.42
3 C -1.713 1.159 0.069  0.45
4 C -1.887 1.099 -1.306  -0.08
5 C -1.043 0.341 -2.100  -1.99
6 C 0.003 -0.350 -1.530  -0.69
7 C 0.219 -0.278 -0.162  1.62
8 C 1.407 -0.986 0.452  -0.85
9 C 2.636 -0.875 -0.418  -0.76
10 C 3.120 0.392 -0.958  -0.34
11 O 3.876 0.470 -1.907  -0.64
12 C 2.571 1.608 -0.319  1.02
13 S 2.636 1.879 1.393  -0.20
14 C 1.877 3.437 1.131  0.87
15 C 1.645 4.379 2.251  -1.18
16 N 1.603 3.678 -0.100  -0.65
17 C 1.996 2.688 -0.939  0.18
18 C 1.736 2.812 -2.398  -1.27
19 C 3.051 -2.125 -0.735  0.26
20 O 4.069 -2.561 -1.458  -0.60
21 C 2.148 -3.118 -0.087  0.98
22 O 2.287 -4.327 -0.177  -0.75
23 N 1.216 -2.417 0.577  0.34
24 C 0.148 -3.008 1.344  -0.84
25 C -0.853 -3.738 0.438  -1.13
26 N -1.572 -2.808 -0.412  0.87
27 C -1.908 -3.363 -1.704  -1.25
28 C -2.736 -2.256 0.244  -1.41
29 C -0.638 0.463 0.655  1.13
30 O -0.369 0.411 1.996  -0.58
31 C -0.759 1.470 2.846  -0.95
32 H -3.197 3.381 -0.341  0.38
33 H -4.085 3.097 1.176  0.29
34 H -4.312 1.989 -0.197  0.34
35 H -2.700 1.633 -1.771  0.53
36 H -1.210 0.298 -3.165  0.44
37 H 0.667 -0.939 -2.141  0.58
38 H 1.577 -0.568 1.453  0.51
39 H 1.504 3.842 3.186  0.35
40 H 0.776 4.997 2.038  0.33
41 H 2.508 5.036 2.360  0.34
42 H 2.407 2.166 -2.955  0.30
43 H 0.706 2.526 -2.612  0.14
44 H 1.878 3.846 -2.702  0.46
45 H 4.047 -3.537 -1.426  0.32
46 H 0.579 -3.736 2.040  0.53
47 H -0.337 -2.211 1.906  0.29
48 H -1.533 -4.334 1.069  0.29
49 H -0.284 -4.428 -0.186  0.58
50 H -2.352 -2.579 -2.315  0.33
51 H -1.000 -3.710 -2.193  0.38
52 H -2.618 -4.203 -1.640  0.34
53 H -2.442 -1.789 1.181  0.37
54 H -3.502 -3.020 0.458  0.35
55 H -3.174 -1.492 -0.396  0.34
56 H -0.566 2.441 2.389  0.28
57 H -0.145 1.359 3.741  0.28
58 H -1.814 1.401 3.117  0.27

Relative energy (zero: lowest compared OMol25 entry of this formula, charge and spin) in kcal/mol: 58.3
Total energy in Eh: -1793.1737
HOMO in eV: -8.250
Orbital gap in eV: 8.3

---

The following is a quantum chemistry calculation of a molecular structure, C7H10F5MnN2 at a distorted geometry, from the Open Molecules 2025 dataset.

Last column: Mulliken charge in e.
Positions of all 25 atoms, in Å:
1 C 2.654 0.764 -0.733  -0.80
2 Mn 0.181 -0.446 -1.263  0.30
3 N -0.855 -2.351 -1.028  -0.76
4 N 0.513 -0.291 -3.410  -0.72
5 H -1.778 -2.046 -0.697  0.32
6 H 2.626 -0.327 -0.583  0.26
7 H 3.031 1.213 0.200  0.31
8 H 1.648 1.199 -0.958  0.04
9 H 3.350 0.965 -1.552  0.33
10 H -0.390 -0.085 -3.842  0.34
11 H 0.859 -1.159 -3.840  0.31
12 H 1.158 0.446 -3.700  0.30
13 H -0.973 -2.889 -1.887  0.28
14 H -0.458 -2.960 -0.302  0.28
15 F 0.606 -1.625 1.894  -0.33
16 C -0.169 -0.483 1.886  1.01
17 C -0.450 0.153 0.697  -1.38
18 C -1.237 1.285 0.758  1.08
19 F -1.540 1.955 -0.411  -0.34
20 C -1.757 1.780 1.962  0.20
21 F -2.530 2.881 1.967  -0.27
22 C -1.477 1.117 3.147  0.65
23 F -1.963 1.583 4.312  -0.27
24 C -0.666 -0.024 3.117  0.15
25 F -0.382 -0.657 4.266  -0.27

2S+1: 4
Total energy in Eh: -2032.2715
HOMO (alpha / beta) in eV: -12.152 / -12.148
Charge: +1
Orbital gap (alpha / beta) in eV: 7.5 / 7.7

---

The following is a quantum chemistry calculation of a molecular structure, C31H36I2O4P2RuSbSe4 at a distorted geometry, from the Open Molecules 2025 dataset.

Last column: Mulliken charge in e.
Positions of all 81 atoms, in Å:
1 Ru -0.656 0.369 0.206  0.77
2 I 0.564 3.973 3.956  0.02
3 C 0.033 3.872 1.859  -1.00
4 I 0.969 1.947 1.693  0.30
5 H 0.531 4.629 1.270  0.52
6 H -1.041 3.808 1.740  0.38
7 C 0.661 -4.045 4.581  -0.53
8 C 1.346 -3.734 3.416  -0.83
9 C 0.763 -2.899 2.476  0.06
10 C -0.500 -2.360 2.707  0.70
11 C -1.193 -2.685 3.876  -0.28
12 C -0.607 -3.526 4.808  -0.81
13 P -1.357 -1.406 1.452  2.49
14 C -2.517 -0.284 2.247  0.04
15 C -2.094 0.483 3.343  -0.71
16 C -2.847 1.569 3.747  -0.90
17 C -4.005 1.910 3.053  -0.50
18 C -4.428 1.153 1.972  -0.58
19 C -3.687 0.057 1.564  -0.39
20 C -2.154 -2.542 0.345  -0.13
21 C -2.648 -3.786 0.654  -0.67
22 C -3.119 -4.602 -0.389  -1.00
23 C -3.043 -4.175 -1.693  -0.82
24 C -2.483 -2.922 -2.026  0.89
25 C -2.240 -2.512 -3.363  -0.86
26 C -1.539 -1.366 -3.613  -1.19
27 C -1.077 -0.552 -2.554  1.15
28 C -1.352 -0.868 -1.241  0.81
29 C -2.037 -2.095 -0.979  -0.32
30 H 1.110 -4.699 5.316  0.41
31 H 2.329 -4.139 3.216  0.46
32 H 1.310 -2.677 1.573  -0.53
33 H -2.189 -2.296 4.049  0.48
34 H -1.149 -3.786 5.707  0.44
35 H -1.185 0.216 3.868  0.59
36 H -2.537 2.152 4.605  0.49
37 H -4.569 2.785 3.350  0.42
38 H -5.327 1.427 1.435  0.46
39 H -3.994 -0.527 0.705  0.37
40 H -2.679 -4.132 1.679  0.60
41 H -3.523 -5.578 -0.158  0.42
42 H -3.388 -4.819 -2.493  0.45
43 H -2.560 -3.149 -4.178  0.46
44 H -1.292 -1.083 -4.628  0.60
45 H -0.499 0.328 -2.792  -0.79
46 C -4.578 2.237 -1.942  -1.44
47 C -3.599 2.729 -2.999  1.39
48 C -3.762 1.960 -4.297  -1.67
49 C -3.728 4.226 -3.228  -1.65
50 O -2.240 2.398 -2.557  0.08
51 P -1.517 2.911 -1.250  -0.19
52 O -1.599 4.338 -0.920  -0.93
53 O -1.881 1.946 -0.071  -0.16
54 O -0.028 2.409 -1.569  0.92
55 C 0.937 2.992 -2.524  1.52
56 C 2.048 3.587 -1.675  -1.56
57 C 0.296 4.064 -3.394  -1.57
58 C 1.469 1.854 -3.376  -1.44
59 H -5.604 2.434 -2.255  0.54
60 H -4.402 2.752 -0.994  0.33
61 H -4.451 1.164 -1.783  0.20
62 H -4.770 2.099 -4.687  0.43
63 H -3.591 0.895 -4.132  0.25
64 H -3.052 2.319 -5.042  0.38
65 H -4.747 4.466 -3.533  0.45
66 H -3.041 4.549 -4.011  0.34
67 H -3.490 4.782 -2.323  0.38
68 H 1.649 4.358 -1.014  0.28
69 H 2.804 4.046 -2.312  0.47
70 H 2.537 2.811 -1.082  0.22
71 H -0.166 4.841 -2.786  0.40
72 H -0.469 3.630 -4.038  0.21
73 H 1.067 4.515 -4.018  0.51
74 H 1.778 1.015 -2.749  0.03
75 H 2.347 2.196 -3.925  0.54
76 H 0.730 1.511 -4.102  0.30
77 Se 3.839 -3.617 -0.201  -0.30
78 Sb 1.991 -2.398 -1.244  0.61
79 Se 0.687 -4.451 -1.415  -0.35
80 Se 2.052 -2.451 -3.679  -0.34
81 Se 1.594 -0.230 0.095  -0.14

Relative energy (zero: lowest compared OMol25 entry of this formula, charge and spin) in kcal/mol: 0.0
2S+1: 5
Total energy in Eh: -12722.6739
HOMO (alpha / beta) in eV: -10.923 / -10.708
Charge: +1
Orbital gap (alpha / beta) in eV: 6.5 / 5.4

---

The following is a quantum chemistry calculation of a gas-phase ion, C6H6N (charge +1) at a distorted geometry, from the Open Molecules 2025 dataset.

Last column: Mulliken charge in e.
Positions of all 13 atoms, in Å:
1 C 0.675 1.313 -0.365  0.27
2 C -0.557 0.815 0.297  0.52
3 C -0.578 2.134 -0.274  -0.28
4 C -0.664 -1.725 0.307  -0.19
5 C 1.608 0.459 -0.589  -0.55
6 C 0.648 -1.142 0.623  -0.29
7 N -0.520 -0.353 0.800  -0.13
8 H -0.625 2.997 0.383  0.24
9 H -1.131 2.281 -1.199  0.22
10 H -1.027 -1.773 -0.714  0.26
11 H -1.099 -2.465 0.971  0.25
12 H 2.586 0.286 -0.967  0.40
13 H 1.238 -1.456 1.469  0.27

Relative energy (zero: lowest compared OMol25 entry of this formula, charge and spin) in kcal/mol: 134.7
Total energy in Eh: -286.4205
HOMO in eV: -14.337
Charge: +1
Orbital gap in eV: 8.4

---

Question: Which of these has the lowest total energy?
Answer: C31H36I2O4P2RuSbSe4

---

Question: The lowest total energy belongs to which entry?
Answer: C31H36I2O4P2RuSbSe4